ORCA calculation (wB97M-V/def2-TZVPD) on the molecule C2H7O3P.

## Properties
- E_LUMO (eV) = 0.82
- HOMO-LUMO gap (hartree) = 0.3701
- energy relative to the best compared isomer or geometry (same formula, charge and spin) (kJ/mol) = 186.6
- highest occupied orbital energy (eV) = -9.2
- E_tot (a.u.) = -647.4325
- total charge = 0
- SMILES string = COPOCO

```
13
Properties=species:S:1:pos:R:3:nbo_charge:R:1
C -1.9019 0.1012 -0.7342 0.2423
C 2.2758 -0.8483 0.3174 -0.2411
O -2.8754 0.8682 -1.2893 -0.7160
O -1.0359 0.7690 0.0000 -0.8010
O 1.3722 0.2201 0.5958 -0.8398
P 0.4998 1.1919 -0.4121 1.1435
H -3.5645 1.1306 -0.6537 0.4704
H -2.3115 -0.7738 -0.3106 0.1420
H -1.3828 -0.3001 -1.6528 0.1193
H 2.3864 -1.2522 1.4063 0.2042
H 3.3046 -0.5585 -0.0160 0.1740
H 1.8553 -1.4055 -0.4537 0.1766
H 0.5511 2.1958 0.7227 -0.0743
```